{"formula": "C23H66F3O14S12Zn", "method": "wB97M-V/def2-TZVPD", "molar_mass_g_mol": 1073.96, "total_charge": 1, "total_energy_ha": -8825.83094, "gap_ev": 7.1, "species": ["O", "C", "S", "H", "H", "H", "O", "F", "H", "H", "C", "C", "H", "H", "H", "H", "H", "S", "S", "H", "H", "H", "S", "H", "O", "H", "O", "C", "H", "H", "O", "H", "H", "S", "H", "Zn", "C", "H", "C", "H", "H", "C", "O", "C", "O", "C", "H", "H", "H", "H", "H", "H", "C", "H", "H", "F", "H", "H", "H", "S", "S", "H", "H", "H", "C", "H", "H", "C", "H", "C", "H", "H", "H", "H", "H", "H", "H", "H", "H", "C", "H", "H", "H", "H", "H", "C", "F", "O", "S", "O", "H", "H", "O", "C", "H", "H", "C", "C", "O", "C", "H", "H", "O", "H", "S", "H", "S", "C", "O", "O", "H", "S", "H", "C", "S", "C", "C", "H", "H"], "coordinates": [[-3.9327, 0.2493, 0.2142], [-2.8689, 2.1190, -1.3109], [-3.4790, -0.7348, -5.3040], [-0.4353, 3.2915, 2.1467], [-0.8022, 6.0687, 3.9037], [1.2732, -2.7018, -2.8901], [-0.1257, -3.7150, -5.0128], [0.2568, -2.1668, -0.2883], [-5.2634, -2.1423, -6.1175], [0.5187, -2.4352, 3.6099], [-1.9929, -1.3123, -4.4707], [0.6838, -5.8457, -3.4326], [2.7737, -0.1545, 2.8047], [0.3365, 4.8393, 4.4992], [-5.8714, 2.6278, -1.6164], [-5.3856, -4.2278, -2.4011], [4.7223, 4.6911, -3.0930], [-3.1503, 1.6031, 3.3136], [-0.1728, 0.2596, 0.8911], [3.2127, 0.6971, -4.0490], [-1.5276, 4.5470, 2.3492], [-1.6472, 2.9395, 4.6915], [4.4484, 1.3959, 3.8026], [-2.6301, -4.7833, -2.8002], [0.5360, -0.2533, 2.0517], [-4.0004, -2.8223, 5.0295], [0.0519, 1.6407, 0.5221], [3.9102, 4.5907, -2.3729], [-2.5357, 1.8008, 5.6715], [1.6575, -6.2541, -3.1622], [5.3728, 0.1432, 3.8946], [4.0275, -0.0324, -2.6280], [5.0174, -1.7690, 2.3222], [2.1424, 4.5445, -3.0111], [-4.6563, 1.0439, 5.1549], [-3.1952, -1.0645, 1.4579], [-2.3775, -4.3303, -1.8415], [5.3339, -3.3573, 2.5694], [-5.6062, 1.6887, -1.1308], [-3.9065, -3.1783, -5.8408], [-4.7508, -2.6268, -4.4073], [2.9611, 0.9186, 2.7677], [-2.3254, -2.4950, 2.4951], [-0.3209, -2.3109, 4.2938], [5.2840, -2.2302, -0.8318], [-4.4531, -2.3368, -5.4149], [1.0603, 3.5506, -0.8907], [3.2191, 1.1167, 5.9070], [-5.4946, 0.9322, -1.9076], [2.8273, -4.1465, 1.0484], [-2.9086, -1.3510, 5.0332], [2.5101, -2.5526, -4.2039], [3.1107, -3.2083, 0.5713], [-2.0762, 2.5015, -0.6680], [-5.5418, 1.3517, 3.6781], [1.8545, -0.7091, -0.7783], [-1.3175, -4.0774, -1.8653], [-3.2477, 2.9614, -1.8896], [6.8519, 1.6714, -5.3636], [0.8619, 5.3303, 2.2757], [-1.9432, -3.1128, 3.8302], [-2.2704, -1.9319, -3.6180], [-6.5074, 1.5496, -0.5336], [4.1380, 3.6543, -1.8636], [-0.6075, 4.3148, 1.8130], [4.0358, 5.4494, -1.7133], [1.4567, 5.2274, -0.5645], [0.5305, -0.8668, -0.5790], [5.3948, 0.8533, -5.6147], [-2.9962, -2.4271, 5.1829], [-1.2634, -0.5416, -4.2217], [0.8326, 6.5941, 4.4113], [2.0377, 1.4896, 2.8644], [6.5752, 0.1598, -4.3446], [-2.3988, -5.1965, -1.1802], [-2.6071, -2.7045, 6.1626], [6.5587, -2.5573, 1.5060], [-0.7709, 4.3696, 0.7367], [4.2529, 2.5179, 5.9596], [3.5705, 1.9625, 5.3161], [-5.3677, -4.5659, -0.7957], [0.1271, -5.4333, -2.5911], [-1.5744, -2.0670, -5.1366], [-4.9840, 2.6695, 4.7646], [2.6572, -3.7612, -2.8446], [-5.1070, -3.7454, -1.4642], [-0.1451, -0.3925, -1.5736], [-1.5667, -0.2051, 0.9534], [-3.4240, -2.9441, -1.5138], [-4.1172, 0.1822, -4.2847], [3.1042, 1.4981, -2.4218], [-5.7386, -2.9072, -1.1698], [-3.1388, -2.5071, -0.0523], [0.2488, 5.7872, 3.9683], [-1.1723, 1.1853, 4.7176], [0.1004, -6.5284, -4.0504], [1.9913, -3.2255, -3.5211], [3.7102, 0.8974, -3.1001], [6.0496, 2.2986, -2.5107], [1.2024, 4.5250, -1.3582], [2.4212, -3.1929, -0.2728], [2.7145, 2.5745, 5.0319], [-2.9851, 0.0797, 3.0438], [3.2383, 1.0895, 1.7275], [4.8976, -3.2879, 0.1819], [-2.5340, 1.3332, -1.9881], [-4.1969, 1.7244, -0.0289], [-4.7254, 1.7176, 4.3008], [0.9911, 6.5157, 1.2997], [1.9074, 5.8698, -3.7153], [0.2383, 4.9114, -1.6888], [5.1628, 2.0073, -3.6930], [-0.0593, -2.8735, 5.1901], [6.1432, 1.0283, -4.8417], [1.0895, -4.4754, -4.5700], [5.5131, -2.5946, 1.8116], [-1.9901, 1.9057, 4.7337], [2.8652, -2.3905, 1.2487], [-0.3823, -1.2969, 4.6889]], "forces_ev_per_angstrom": [[-1.50, 0.10, 0.05], [-0.68, 1.20, 1.26], [0.04, 0.45, 0.64], [0.55, -0.08, -0.47], [0.05, 0.16, 0.04], [-0.20, 0.08, -0.28], [-0.21, -0.70, 0.49], [0.17, 0.92, -0.89], [-0.22, 0.16, 0.47], [-0.68, 0.01, -0.49], [-0.35, -1.61, -0.57], [0.05, 1.39, -0.24], [0.01, 0.14, 0.60], [0.14, 0.12, 0.26], [0.83, 0.35, -0.01], [0.17, 0.85, -0.56], [-0.73, -0.01, -0.72], [-0.03, -1.22, 1.27], [1.37, -2.63, 0.39], [-0.41, -0.04, 0.17], [-0.07, 0.85, -0.11], [0.17, -0.10, -0.25], [0.84, -0.82, -1.39], [-0.14, 0.53, -0.37], [-0.04, 0.57, -0.25], [0.09, 0.15, 0.01], [-0.45, -0.73, -0.06], [-0.53, 0.19, 0.44], [-0.07, -0.17, -0.10], [-0.20, -0.19, 0.16], [-2.46, 2.01, 0.59], [0.24, 0.11, 0.06], [0.29, 0.82, -1.09], [1.02, 1.13, 0.29], [0.34, -0.33, -0.18], [0.16, -0.69, -0.71], [0.76, -1.50, -0.12], [0.51, -0.66, -0.17], [-1.06, 0.33, -0.07], [0.54, 0.29, -0.06], [-0.38, 0.25, -0.07], [0.81, -0.17, -0.25], [-0.46, -0.76, 1.03], [-0.59, -0.66, 1.39], [-0.81, -1.03, 0.67], [0.69, 0.46, 0.20], [0.28, -0.31, -0.51], [-0.13, -0.15, -0.07], [0.22, -0.13, 0.18], [0.39, -0.15, 0.39], [-0.45, 0.01, 0.15], [-0.06, -0.18, 0.13], [-0.47, -0.28, 0.23], [0.34, -0.25, -0.28], [0.12, 0.23, -0.20], [-1.06, -0.37, -0.03], [-0.23, 0.75, -0.15], [-0.07, -0.01, -0.03], [0.23, 0.14, 0.67], [0.25, 1.30, -1.27], [1.41, 0.73, -0.14], [-0.08, 0.56, 0.27], [0.13, -0.64, 0.24], [-0.27, 0.12, 0.33], [-0.22, -0.05, 0.75], [-0.37, -0.10, 0.24], [0.83, 0.21, -0.35], [0.12, 1.65, 3.69], [0.04, -0.89, -0.15], [0.77, 0.31, -0.92], [-0.41, 0.12, -0.21], [0.15, -0.27, -0.13], [0.25, 0.03, 0.72], [-0.02, 0.01, -0.34], [-0.63, 0.38, 0.69], [0.09, -0.22, -0.18], [0.03, 0.65, 0.79], [0.27, -0.05, 0.14], [0.11, 0.08, -0.33], [0.19, -1.18, 0.46], [1.10, 0.12, 0.79], [0.05, -0.43, 0.11], [0.48, 0.29, -0.22], [0.39, 0.40, -0.64], [0.40, 0.12, -0.24], [0.14, -0.04, 0.04], [-0.56, -0.57, -2.25], [1.99, 1.50, -1.54], [-0.97, -0.10, 2.23], [-0.25, -0.72, -0.45], [0.17, 0.11, -0.23], [-0.15, -0.01, -0.48], [-0.47, -0.89, -1.66], [-0.37, -0.02, -1.08], [-0.05, 0.13, -0.44], [0.05, -0.05, 0.23], [-0.60, -1.35, 0.33], [1.57, 0.12, -1.11], [-0.60, -0.31, -0.61], [-0.10, 0.74, -0.55], [0.64, 0.33, -0.39], [0.23, 0.04, -0.26], [-0.90, 2.06, 1.86], [0.46, 0.12, 0.01], [0.03, 1.90, 0.27], [-0.53, -0.41, 0.47], [1.16, -0.44, -2.51], [0.20, -0.62, 0.13], [-0.80, -1.82, 2.06], [0.01, -1.47, 1.14], [-0.23, -0.25, -0.23], [0.07, 0.47, 1.49], [0.09, -0.38, 0.12], [-1.18, -0.05, -0.04], [0.85, 1.15, -0.64], [-0.65, -1.73, -0.52], [-0.72, 0.14, -0.07], [0.10, 0.13, -0.16], [-0.42, 0.20, -0.72]], "mulliken_charge": [-0.349, -0.290, 0.351, -0.200, 0.306, -0.178, -0.557, -0.143, 0.391, 0.078, -0.581, -0.705, 0.075, 0.218, 0.440, 0.410, 0.373, 0.773, 0.372, 0.404, 0.464, 0.338, 0.479, 0.512, -0.397, 0.352, -0.331, -0.946, 0.454, 0.416, -0.630, 0.324, 0.056, 0.530, 0.353, -0.141, -0.793, 0.386, -1.082, 0.377, 0.051, -0.463, 0.019, -0.647, -0.541, -0.758, 0.103, 0.302, 0.256, 0.549, -0.201, 0.362, -0.017, -0.306, 0.371, -0.019, -0.276, 0.615, 0.363, 0.589, 0.304, -0.201, 0.405, 0.188, -0.365, 0.415, 0.296, -0.034, 0.347, -0.545, 0.323, 0.374, 0.128, 0.287, 0.591, 0.444, 0.351, 0.127, 0.366, -0.649, 0.373, 0.045, 0.519, 0.403, 0.319, -1.331, -0.106, 0.891, 0.830, -0.537, -0.049, 0.419, -0.508, -0.869, 0.132, 0.346, -0.445, -0.589, -0.596, -0.756, -0.231, 0.039, -0.329, 0.283, 0.344, 0.095, 0.407, -1.300, -0.666, -0.639, 0.384, 0.517, 0.589, -1.009, 0.359, -0.697, -0.929, -0.202, 0.078]}